{
  "formula": "C31H57N2O5P3SiTi",
  "method": "the ωB97M-V functional and the def2-TZVPD basis",
  "s2": 0.753,
  "lumo_ev": [-2.8, -2.8],
  "de_lowest_ev": 0.020,
  "multiplicity": 2,
  "total_charge": 1,
  "symbols": ["Ti", "C", "P", "C", "C", "C", "P", "C", "C", "H", "H", "H", "H", "H", "H", "H", "H", "H", "H", "H", "H", "H", "H", "H", "H", "C", "C", "C", "C", "C", "C", "N", "N", "Si", "C", "C", "C", "H", "H", "H", "H", "H", "H", "H", "H", "H", "H", "H", "H", "H", "H", "H", "C", "C", "C", "C", "O", "P", "O", "O", "O", "C", "C", "C", "C", "H", "H", "H", "H", "H", "H", "H", "H", "H", "H", "H", "H", "H", "H", "H", "H", "H", "H", "C", "C", "O", "C", "C", "C", "C", "C", "C", "H", "H", "H", "H", "H", "H", "H", "H"],
  "xyz": [[-0.066, 0.131, 0.061], [-2.149, -2.933, 1.446], [-0.978, -2.331, 0.189], [0.252, -3.674, 0.108], [-1.885, -2.518, -1.394], [-0.926, -2.291, -2.570], [-0.080, -0.663, -2.408], [-1.026, 0.397, -3.541], [1.529, -0.876, -3.230], [-1.668, -2.936, 2.425], [-2.482, -3.945, 1.213], [-3.013, -2.273, 1.485], [-0.218, -4.613, -0.191], [0.710, -3.803, 1.088], [1.041, -3.424, -0.600], [-2.688, -1.772, -1.396], [-2.345, -3.508, -1.449], [-1.460, -2.327, -3.522], [-0.164, -3.072, -2.600], [-0.950, 0.023, -4.563], [-0.658, 1.422, -3.499], [-2.072, 0.400, -3.230], [1.415, -1.284, -4.235], [2.157, -1.539, -2.634], [2.027, 0.093, -3.291], [0.544, 3.569, -1.627], [1.685, 2.631, -1.390], [2.959, 2.861, -1.872], [3.972, 1.954, -1.557], [3.712, 0.841, -0.788], [2.403, 0.654, -0.318], [1.438, 1.556, -0.628], [1.896, -0.386, 0.409], [2.821, -1.248, 1.618], [3.841, -2.635, 0.881], [3.955, -0.041, 2.498], [1.602, -1.913, 2.889], [0.439, 4.238, -0.768], [-0.398, 3.031, -1.726], [0.715, 4.184, -2.508], [3.164, 3.735, -2.473], [4.974, 2.122, -1.932], [4.481, 0.116, -0.564], [4.542, -2.263, 0.131], [3.226, -3.400, 0.408], [4.429, -3.123, 1.662], [4.740, 0.367, 1.862], [4.440, -0.530, 3.346], [3.375, 0.798, 2.892], [1.841, -2.936, 3.186], [0.573, -1.890, 2.528], [1.633, -1.297, 3.790], [-6.018, 1.563, 1.220], [-4.574, 1.605, 1.689], [-4.075, 0.218, 2.063], [-4.381, 2.577, 2.839], [-3.770, 2.169, 0.602], [-3.174, 1.360, -0.622], [-4.040, 0.300, -1.167], [-1.783, 0.830, -0.167], [-2.767, 2.517, -1.616], [-3.659, 3.517, -2.224], [-5.081, 2.994, -2.352], [-3.061, 3.776, -3.596], [-3.596, 4.760, -1.351], [-6.657, 1.170, 2.012], [-6.109, 0.920, 0.345], [-6.364, 2.565, 0.966], [-4.606, -0.121, 2.954], [-3.005, 0.242, 2.279], [-4.266, -0.485, 1.252], [-4.991, 2.275, 3.690], [-4.676, 3.582, 2.538], [-3.335, 2.596, 3.151], [-5.110, 2.065, -2.919], [-5.682, 3.744, -2.868], [-5.529, 2.815, -1.375], [-3.098, 2.872, -4.205], [-2.023, 4.098, -3.505], [-3.621, 4.559, -4.106], [-3.975, 4.543, -0.354], [-4.196, 5.556, -1.792], [-2.566, 5.109, -1.267], [0.764, 2.735, 2.617], [-0.105, 1.569, 2.960], [-0.333, 0.696, 2.127], [-0.721, 1.465, 4.298], [-0.663, 2.517, 5.211], [-1.288, 2.402, 6.441], [-1.960, 1.234, 6.770], [-2.012, 0.175, 5.872], [-1.397, 0.291, 4.638], [1.235, 2.578, 1.650], [1.525, 2.885, 3.384], [0.149, 3.637, 2.577], [-0.145, 3.434, 4.963], [-1.250, 3.224, 7.143], [-2.442, 1.145, 7.735], [-2.529, -0.737, 6.136], [-1.430, -0.524, 3.927]],
  "forces_ev_per_a": [[0.2, -0.1, 0.1], [0.0, 0.0, 0.0], [-0.1, 0.0, 0.1], [0.0, 0.0, 0.0], [0.0, 0.0, 0.0], [0.0, 0.0, 0.0], [0.0, 0.0, -0.1], [0.0, 0.0, 0.0], [0.0, 0.0, 0.0], [0.0, 0.0, 0.0], [0.0, 0.0, 0.0], [0.0, 0.0, 0.0], [0.0, 0.0, 0.0], [0.0, 0.0, 0.0], [0.0, 0.0, 0.0], [0.0, 0.0, 0.0], [0.0, 0.0, 0.0], [0.0, 0.0, 0.0], [0.0, 0.0, 0.0], [0.0, 0.0, 0.0], [0.0, 0.0, 0.0], [0.0, 0.0, 0.0], [0.0, 0.0, 0.0], [0.0, 0.0, 0.0], [0.0, 0.0, 0.0], [0.0, 0.0, 0.0], [0.1, 0.0, 0.0], [0.0, 0.0, 0.0], [0.0, 0.0, 0.0], [0.0, 0.0, 0.0], [0.0, 0.0, 0.0], [-0.1, 0.0, 0.0], [0.2, 0.0, 0.1], [0.0, 0.0, 0.0], [0.0, 0.1, 0.0], [-0.1, 0.0, 0.0], [0.0, 0.0, 0.0], [0.0, 0.0, 0.0], [0.0, 0.0, 0.0], [0.0, 0.0, 0.0], [0.0, 0.0, 0.0], [0.0, 0.0, 0.0], [0.0, 0.0, 0.0], [0.0, 0.0, 0.0], [0.0, 0.0, 0.0], [0.0, 0.0, 0.0], [0.0, 0.0, 0.0], [0.0, 0.0, 0.0], [0.0, 0.0, 0.0], [0.0, 0.0, 0.0], [0.0, 0.0, 0.0], [0.0, 0.0, 0.0], [0.0, 0.0, 0.0], [0.0, 0.0, 0.0], [0.0, 0.0, 0.0], [0.0, 0.0, 0.0], [0.1, 0.0, 0.0], [-0.1, -0.1, 0.0], [0.0, 0.0, 0.0], [-0.2, 0.3, -0.2], [0.0, 0.0, 0.0], [0.0, 0.0, 0.0], [0.0, 0.0, 0.0], [0.0, 0.0, 0.0], [0.0, 0.0, 0.0], [0.0, 0.0, 0.0], [0.0, 0.0, 0.0], [0.0, 0.0, 0.0], [0.0, 0.0, 0.0], [0.0, 0.0, 0.0], [0.0, 0.0, 0.0], [0.0, 0.0, 0.0], [0.0, 0.0, 0.0], [0.0, 0.0, 0.0], [0.0, 0.0, 0.0], [0.0, 0.0, 0.0], [0.0, 0.0, 0.0], [0.0, 0.0, 0.0], [0.0, 0.0, 0.0], [0.0, 0.0, 0.0], [0.0, 0.0, 0.0], [0.0, 0.0, 0.0], [0.0, 0.0, 0.0], [0.1, 0.1, 0.0], [0.0, 0.1, 0.0], [0.0, -0.2, 0.0], [0.0, -0.1, 0.0], [0.0, 0.0, 0.0], [0.0, 0.0, 0.0], [0.0, 0.0, 0.0], [0.0, 0.0, -0.1], [0.0, 0.0, 0.0], [0.0, 0.0, 0.0], [0.0, 0.0, 0.0], [0.0, 0.0, 0.0], [0.0, 0.0, 0.0], [0.0, 0.0, 0.0], [0.0, 0.0, 0.0], [0.0, 0.0, 0.0], [0.0, 0.0, 0.0]],
  "mulliken_spin": [0.833, 0.009, 0.022, 0.002, 0.006, -0.010, 0.050, 0.001, 0.000, -0.001, 0.001, -0.001, -0.001, 0.000, 0.000, 0.003, -0.001, -0.001, 0.000, -0.002, 0.003, 0.001, -0.001, 0.000, 0.001, 0.008, 0.033, 0.000, 0.009, -0.015, 0.001, -0.011, -0.012, 0.003, 0.000, -0.001, 0.013, 0.000, 0.005, 0.000, 0.000, 0.000, 0.000, 0.000, 0.000, 0.000, 0.000, 0.000, 0.000, 0.000, -0.002, 0.001, 0.000, -0.001, -0.003, 0.000, -0.001, 0.007, -0.002, -0.043, -0.004, -0.001, 0.000, 0.000, 0.000, 0.000, 0.000, 0.000, 0.000, 0.007, -0.001, 0.000, 0.000, 0.000, 0.000, 0.000, 0.000, 0.000, 0.000, 0.000, 0.000, 0.000, 0.000, 0.010, -0.014, 0.103, 0.000, -0.001, 0.000, 0.000, 0.000, 0.003, -0.007, 0.002, 0.001, 0.000, 0.000, 0.000, 0.000, -0.002]
}

=====

{
  "formula": "C4H6N2O2",
  "method": "the ωB97M-V functional and the def2-TZVPD basis",
  "lumo_ev": 0.7,
  "smiles": "O=C1NN2C[C@@H]2CO1",
  "de_lowest_ev": 5.785,
  "multiplicity": 1,
  "total_charge": 0,
  "symbols": ["O", "C", "N", "N", "C", "C", "C", "O", "H", "H", "H", "H", "H", "H"],
  "xyz": [[-1.012, -2.740, 0.688], [-0.522, -1.633, 0.376], [-1.388, -0.470, 0.248], [-0.639, 0.247, -0.621], [-0.508, 1.673, -0.397], [0.607, 0.785, 0.088], [1.602, -0.232, -0.172], [0.870, -1.430, 0.547], [-2.210, -1.152, -0.159], [-0.308, 2.145, -1.359], [-1.170, 2.143, 0.285], [0.456, 1.085, 1.156], [2.514, -0.085, 0.479], [1.707, -0.337, -1.159]],
  "forces_ev_per_a": [[1.7, 3.3, -1.6], [0.2, -2.7, 4.2], [-1.5, -5.7, 0.6], [1.2, 3.4, -1.2], [1.3, -0.4, -4.2], [-3.2, 1.6, 2.2], [-0.3, 0.0, 5.6], [-0.8, 0.3, -2.1], [1.6, 3.0, 0.4], [-0.7, 0.5, 0.2], [-0.1, 0.5, 0.9], [0.5, -1.8, -0.2], [-0.8, -0.5, -1.2], [0.9, -1.3, -3.6]],
  "lowdin_charge": [0.058, -0.450, 0.046, -0.118, -0.064, -0.222, -0.037, -0.012, 0.211, 0.104, 0.107, 0.151, 0.150, 0.079]
}

=====

Q: Which formula does entry 2 have?
A: C4H6N2O2